# 1
66
Properties=species:S:1:pos:R:3 method="wB97M-V/def2-TZVPD" charge=+1 homo_lumo_gap_ev=4.09
C -1.01 4.90 3.57
C -1.69 4.06 2.53
C -2.44 2.94 2.91
C -3.09 2.17 1.96
C -2.99 2.45 0.56
C -3.70 1.61 -0.33
C -3.97 1.70 -1.72
C -4.76 0.65 -2.30
C -5.06 0.63 -3.65
C -4.57 1.64 -4.50
C -3.81 2.68 -3.96
C -3.55 2.75 -2.59
C -2.17 3.56 0.20
C -1.58 4.36 1.17
H -0.52 5.75 3.11
H -1.73 5.28 4.31
H -0.25 4.33 4.12
H -2.54 2.69 3.97
H -3.71 1.32 2.27
H -4.20 0.77 0.16
H -5.13 -0.14 -1.63
H -5.67 -0.18 -4.05
H -4.80 1.61 -5.57
H -3.43 3.46 -4.62
H -3.05 3.62 -2.20
H -1.98 3.78 -0.85
H -1.01 5.25 0.87
C -1.16 -2.31 2.95
C -0.39 -3.38 2.49
C 0.55 -3.19 1.47
C 0.71 -1.91 0.92
P 1.87 -1.61 -0.44
C 3.11 -0.43 0.15
C 3.77 0.40 -0.77
C 4.71 1.33 -0.32
C 5.01 1.44 1.04
C 4.35 0.61 1.96
C 3.40 -0.32 1.52
C 2.72 -3.16 -0.81
C 2.20 -4.01 -1.80
C 2.85 -5.22 -2.09
C 4.02 -5.58 -1.42
C 4.54 -4.73 -0.44
C 3.91 -3.52 -0.14
C 0.96 -0.93 -1.78
C -0.39 -1.31 -2.11
O -1.04 -0.92 -3.09
C -0.07 -0.83 1.38
C -1.00 -1.04 2.40
H -1.90 -2.47 3.74
H -0.52 -4.38 2.91
H 1.15 -4.02 1.10
H 3.53 0.32 -1.83
H 5.21 1.97 -1.04
H 5.74 2.18 1.39
H 4.58 0.69 3.02
H 2.88 -0.94 2.25
H 1.31 -3.72 -2.34
H 2.43 -5.87 -2.85
H 4.52 -6.52 -1.66
H 5.45 -5.01 0.09
H 4.34 -2.85 0.61
H 1.49 -0.29 -2.49
H -0.89 -2.02 -1.40
H 0.05 0.15 0.92
H -1.59 -0.20 2.76


# 2
30
Properties=species:S:1:pos:R:3 method="wB97M-V/def2-TZVPD" s_squared=8.80 charge=+2 homo_lumo_gap_ev="8.50 / 2.47" multiplicity=6
Pd -0.86 0.86 -0.70
I -3.33 0.25 -1.86
C -3.53 1.83 -3.27
H -3.67 2.83 -2.81
H -4.02 1.44 -4.15
Se 0.85 -1.79 -4.71
C 0.20 -0.60 -3.54
N -0.26 0.13 -2.74
C 4.17 -3.16 0.87
C 3.45 -2.42 -0.31
C 2.31 -1.61 0.30
N 1.29 -1.28 -0.37
N 0.27 -0.74 0.33
C 0.54 -0.66 1.63
N -0.24 -0.06 2.61
S 2.08 -1.30 2.00
H 5.24 -3.09 0.58
H 3.83 -4.16 1.03
H 4.15 -2.50 1.74
H 3.13 -3.07 -1.16
H 4.03 -1.65 -0.84
H -0.61 0.87 2.37
H -0.16 -0.26 3.54
F -1.13 2.03 0.92
As -2.82 2.94 1.44
F -3.54 1.46 1.14
F -2.20 2.41 2.90
F -3.09 3.25 -0.35
F -1.87 4.31 1.47
F -4.20 3.72 1.94


How do the records compare in energy relative to the best compared isomer or geometry (same formula, charge and spin)? In the order shown, they have 0.0; 59.4 kcal/mol.